# 1
117
Properties=species:S:1:pos:R:3 method="wB97M-V/def2-TZVPD" e_tot_ha=-4738.56568 homo_lumo_gap_ev=5.6355 charge=+1 relative_energy_kj_mol=144.46 homo_ev=-9.742
Ti 0.33344 -1.03167 0.09639
Te 1.10347 3.87109 -0.44294
C -0.38517 5.13192 -1.29692
C -0.91583 4.82637 -2.54231
C -1.94436 5.61581 -3.03454
N -2.44231 6.66160 -2.38102
C -1.90780 6.96552 -1.20408
C -0.87977 6.23626 -0.61809
C -0.19532 2.13067 -0.53840
P -0.20340 1.29728 1.07964
C -0.10738 2.58413 2.40240
C -0.89424 3.72567 2.24547
C -0.93631 4.68398 3.23944
C -0.18429 4.52341 4.39860
C 0.58844 3.38896 4.56146
C 0.62026 2.41433 3.57010
C -1.89027 0.84706 1.73196
C -3.04956 1.57461 1.49550
C -4.22284 1.24401 2.15239
C -4.24623 0.19303 3.05884
C -3.08383 -0.51155 3.33094
C -1.91075 -0.18089 2.67140
P 0.31416 0.85858 -1.73530
C 1.28948 1.56739 -3.15414
C 0.81848 1.50823 -4.47035
C 1.54003 2.07159 -5.51196
C 2.75994 2.68402 -5.27773
C 3.25998 2.71274 -3.98677
C 2.54135 2.15160 -2.94429
C -1.14994 0.34214 -2.71786
C -2.14349 1.21772 -3.14235
C -3.12082 0.77608 -4.01814
C -3.12573 -0.54262 -4.45819
C -2.13906 -1.42067 -4.03618
C -1.14707 -0.97229 -3.17615
H -0.52192 4.00130 -3.12219
H -2.38775 5.40896 -4.00365
H -2.32808 7.83054 -0.70206
H -0.47816 6.52418 0.34547
H -1.47569 3.86590 1.34390
H -1.56117 5.55781 3.10773
H -0.20809 5.27949 5.17216
H 1.16965 3.24547 5.46303
H 1.21978 1.52845 3.72235
H -3.04356 2.37927 0.76894
H -5.12731 1.80242 1.94743
H -5.16989 -0.08272 3.55080
H -3.09110 -1.31756 4.05419
H -0.99929 -0.72803 2.89263
H -0.11636 1.03350 -4.71316
H 1.13030 2.02639 -6.51250
H 3.32187 3.11890 -6.09353
H 4.21510 3.17843 -3.78152
H 2.97627 2.17478 -1.96302
H -2.14460 2.24141 -2.78529
H -3.87912 1.46462 -4.36925
H -3.89921 -0.89062 -5.13024
H -2.13632 -2.44522 -4.38642
H -0.33691 -1.63064 -2.87897
C 0.31282 -3.98082 -1.87148
O 0.90277 -2.94755 -1.08347
Si 2.42839 -3.12195 -0.32722
C 2.75107 -4.89672 0.20371
C 3.61888 -2.77398 -1.75095
C 2.07780 -1.85542 1.03756
Si 1.92123 -2.59500 2.80841
C 1.47778 -1.22122 4.04137
C 3.57893 -3.34067 3.34732
C 0.65841 -3.95300 3.22737
Si 3.51887 -0.59028 1.04971
C 5.21769 -1.37304 1.32353
C 3.33059 0.87919 2.22126
C 3.65588 0.26123 -0.63797
H 0.33520 -4.92976 -1.33362
H 0.85211 -4.09427 -2.81451
H -0.72550 -3.72242 -2.07378
H 2.71087 -5.57541 -0.65004
H 2.05346 -5.25925 0.96084
H 3.75627 -4.97331 0.62377
H 3.70988 -3.66579 -2.37534
H 4.62566 -2.52021 -1.41440
H 3.26133 -1.96285 -2.38755
H 2.37174 -0.81812 4.51971
H 0.84297 -1.61816 4.83570
H 0.94373 -0.39427 3.57425
H 4.22876 -2.58511 3.79183
H 4.12934 -3.80512 2.52820
H 3.41052 -4.10745 4.10486
H -0.37498 -3.60491 3.21955
H 0.88668 -4.26557 4.24880
H 0.72492 -4.84686 2.60299
H 5.47138 -1.42887 2.38265
H 5.98373 -0.76979 0.83326
H 5.27925 -2.38443 0.91504
H 3.32025 0.60377 3.27559
H 2.42646 1.45145 2.00782
H 4.17983 1.54976 2.07090
H 4.34771 -0.23041 -1.32047
H 4.02136 1.27767 -0.48444
H 2.69055 0.30962 -1.13721
C -5.42736 -1.33862 -1.00349
C -4.41876 -0.38007 -1.18363
C -3.14898 -0.61863 -0.73947
C -2.77592 -1.83229 -0.12679
C -1.42350 -2.13681 0.28107
C -1.20878 -3.39640 0.80546
C -2.23618 -4.33174 1.02023
C -3.51463 -4.03422 0.66187
C -3.81129 -2.79567 0.05327
C -5.12506 -2.51617 -0.38427
H -6.43483 -1.13573 -1.34177
H -4.65441 0.56222 -1.66152
H -2.40298 0.14529 -0.84865
H -0.20534 -3.71537 1.05146
H -1.99556 -5.29157 1.45978
H -4.31173 -4.75232 0.81289
H -5.89098 -3.26578 -0.22363

# 2
122
Properties=species:S:1:pos:R:3 method="wB97M-V/def2-TZVPD" e_tot_ha=-2598.23587 homo_lumo_gap_ev=8.5301 charge=0 relative_energy_kj_mol=15.34 homo_ev=-7.848 smiles=c1cc[nH]c1.c1cc[nH]c1.c1cc[nH]c1.c1cc[nH]c1.c1cc[nH]c1.c1cc[nH]c1.c1cc[nH]c1.c1cc[nH]c1.c1cc[nH]c1.c1cc[nH]c1.c1ccncc1.c1ccncc1
C 20.72310 -5.56769 -3.04679
C 19.69172 -4.67935 -2.62602
C 18.56139 -5.02240 -3.32226
N 18.90547 -6.04970 -4.15077
C 20.19268 -6.38967 -3.96967
H 21.72186 -5.58780 -2.66098
H 19.84724 -3.86327 -1.93356
H 17.57301 -4.59888 -3.31645
H 18.27886 -6.57833 -4.75821
H 20.58668 -7.22645 -4.51421
C 19.10105 -1.93626 2.02743
C 20.36517 -2.47563 1.68031
C 20.62985 -2.05869 0.41198
N 19.57826 -1.35721 -0.01500
C 18.65422 -1.26611 0.95544
H 18.64113 -1.96445 3.00341
H 20.98685 -3.07771 2.31037
H 21.43784 -2.36721 -0.23245
H 19.45373 -0.97706 -0.95189
H 17.75037 -0.69849 0.84501
C 11.88060 -0.92627 3.76708
C 12.95296 -0.36269 4.52614
C 14.09524 -1.00365 4.12296
N 13.78842 -1.85650 3.14612
C 12.43663 -1.85700 2.95256
H 10.83630 -0.66743 3.84023
H 12.98745 0.41130 5.26966
H 15.09377 -0.95811 4.51965
H 14.37532 -2.53962 2.72079
H 11.97270 -2.52459 2.25622
C 16.27900 1.88777 1.34546
C 15.49270 1.99037 0.15318
C 14.22534 1.60869 0.47921
N 14.19813 1.29856 1.81463
C 15.47190 1.40369 2.34232
H 17.32252 2.13631 1.44328
H 15.84168 2.32863 -0.80304
H 13.33073 1.55409 -0.11481
H 13.37858 1.02157 2.31970
H 15.65505 1.15954 3.36799
C 11.54128 -0.66618 -3.52906
C 11.44264 -2.07110 -3.77505
C 10.45038 -2.25762 -4.71657
N 10.01072 -1.00576 -5.08501
C 10.66035 -0.04208 -4.34652
H 12.20832 -0.19816 -2.82595
H 11.97935 -2.87683 -3.31096
H 10.16964 -3.12430 -5.29828
H 9.30040 -0.79602 -5.73755
H 10.45935 1.00734 -4.47037
C 14.70328 1.70711 -3.38370
C 15.55344 2.84573 -3.58226
C 15.40621 3.24632 -4.88594
N 14.52025 2.37676 -5.48059
C 14.13425 1.40477 -4.59085
H 14.58162 1.13877 -2.47969
H 16.13004 3.36580 -2.83146
H 15.90333 3.99218 -5.46556
H 14.27869 2.39499 -6.44829
H 13.42713 0.64377 -4.85164
C 16.57562 -8.17690 -4.88251
C 17.49485 -9.22446 -4.66782
C 17.59557 -9.38393 -3.32143
N 16.79663 -8.49308 -2.73320
C 16.18046 -7.73910 -3.66144
H 16.26465 -7.79559 -5.84343
H 17.99592 -9.80892 -5.41468
H 18.13086 -10.13440 -2.77262
H 16.59600 -8.44361 -1.74715
H 15.52350 -6.95288 -3.34821
C 15.03126 -2.84267 -5.49781
C 14.82506 -4.26002 -5.58977
C 15.96260 -4.78060 -6.03029
N 16.87542 -3.78180 -6.15467
C 16.34390 -2.58571 -5.81785
H 14.30658 -2.14454 -5.12574
H 13.84129 -4.69772 -5.50099
H 16.23755 -5.77665 -6.30914
H 17.79772 -3.95793 -6.47701
H 16.97114 -1.70948 -5.85369
C 10.07063 -6.34563 -2.65121
C 11.48487 -6.43823 -2.77113
C 11.75077 -6.92899 -4.00392
N 10.56238 -7.09239 -4.67672
C 9.50797 -6.74448 -3.84640
H 9.57353 -6.07106 -1.73699
H 12.22314 -6.18617 -2.03093
H 12.66492 -7.26772 -4.45802
H 10.46785 -7.40958 -5.61312
H 8.50320 -6.73032 -4.22747
C 18.93134 -0.53417 -3.16344
C 18.46086 0.58940 -2.45850
C 19.49576 1.42042 -2.25280
N 20.57729 0.86843 -2.83415
C 20.24766 -0.33066 -3.41439
H 18.33945 -1.36470 -3.51436
H 17.45904 0.76966 -2.11510
H 19.65475 2.32136 -1.69314
H 21.48729 1.26379 -2.75708
H 20.96470 -0.87688 -3.99459
C 12.02412 -8.58602 0.12836
C 12.51792 -9.39240 -0.88310
C 13.81660 -9.21574 -1.29348
N 14.58618 -8.29682 -0.80598
C 14.07117 -7.44960 0.07914
C 12.79397 -7.55246 0.57932
H 10.97919 -8.67652 0.41635
H 11.86604 -10.11101 -1.36440
H 14.19570 -9.86225 -2.08445
H 14.71201 -6.59835 0.29956
H 12.47743 -6.89411 1.37647
C 15.16851 -1.77712 -1.19762
C 15.36383 -2.70027 -2.21290
C 14.69875 -3.90506 -2.09532
N 13.83893 -4.16785 -1.20552
C 13.66029 -3.29962 -0.27480
C 14.31522 -2.10868 -0.18218
H 15.64980 -0.79847 -1.20928
H 16.06394 -2.49822 -3.00324
H 14.86578 -4.68104 -2.83571
H 12.93861 -3.58844 0.48462
H 14.14974 -1.37470 0.59856

# 3
128
Properties=species:S:1:pos:R:3 method="wB97M-V/def2-TZVPD" e_tot_ha=-9214.02409 homo_lumo_gap_ev=8.1499 charge=0 relative_energy_kj_mol=72.17 homo_ev=-7.920
La 0.06511 0.89283 0.58156
C -1.98691 4.32632 1.25247
Si -1.69701 4.17779 -0.63949
C -3.28570 3.55120 -1.51930
C -1.62615 6.01902 -1.19355
C -0.15177 3.12095 -1.01519
Si -0.10056 2.60142 -2.84245
C -1.25619 1.09405 -3.23054
C -0.65922 3.91029 -4.12914
C 1.65009 2.11566 -3.49998
Si 1.36567 4.13312 -0.51785
C 1.37583 4.97847 1.20122
C 1.91528 5.50807 -1.73537
C 2.92533 3.01113 -0.41023
C 4.20100 3.56667 -0.45866
C 5.32209 2.76171 -0.41660
C 5.13807 1.38980 -0.34107
C 3.84248 0.90725 -0.30148
N 2.76166 1.68684 -0.32551
H -2.96127 3.95322 1.54791
H -1.93166 5.36451 1.56151
H -1.23940 3.77797 1.81641
H -4.14531 3.57235 -0.85882
H -3.18236 2.54383 -1.90089
H -3.51999 4.19048 -2.36379
H -2.56354 6.52428 -0.97165
H -1.45270 6.11426 -2.26051
H -0.83694 6.55797 -0.67929
H -2.13673 1.42817 -3.76830
H -1.60367 0.57851 -2.33694
H -0.77560 0.35686 -3.87193
H -1.68324 4.21998 -3.95288
H -0.60399 3.52105 -5.14296
H -0.03340 4.79582 -4.08523
H 2.35010 1.89023 -2.70587
H 2.07036 2.94645 -4.05396
H 1.61917 1.26960 -4.18089
H 0.64126 5.77184 1.26457
H 2.35021 5.42029 1.39135
H 1.17894 4.27909 2.00466
H 1.05137 6.07321 -2.05755
H 2.38714 5.09794 -2.62126
H 2.60740 6.21384 -1.28705
H 4.30385 4.63621 -0.53586
H 6.31550 3.18496 -0.45208
H 5.97530 0.71077 -0.31740
H 3.66254 -0.16001 -0.24653
N -0.69400 -2.57423 -0.87056
P -1.96514 -1.51866 -0.45422
C -3.03886 -1.84339 -1.91207
C -2.59792 -2.54962 -3.02505
C -3.41870 -2.72048 -4.12429
C -4.69434 -2.18613 -4.12947
C -5.13582 -1.46068 -3.03565
C -4.31272 -1.28495 -1.94060
C -2.94051 -2.46218 0.80699
C -4.07828 -1.87655 1.35750
C -4.72616 -2.45466 2.43302
C -4.24812 -3.63522 2.97802
C -3.13321 -4.24022 2.42442
C -2.48881 -3.66187 1.34541
P 0.80673 -2.45464 -0.02391
C 0.86340 -4.20381 0.58434
C 1.10527 -4.48769 1.91967
C 1.10673 -5.79999 2.36615
C 0.86596 -6.83816 1.48242
C 0.63995 -6.56318 0.14299
C 0.64920 -5.25645 -0.30329
C 1.98247 -2.84896 -1.39255
C 3.31189 -3.02364 -1.02623
C 4.28055 -3.27651 -1.97939
C 3.92482 -3.38103 -3.31498
C 2.59971 -3.22794 -3.68660
C 1.63714 -2.94975 -2.73237
H -1.00377 -3.52919 -1.03657
H -1.60009 -2.95955 -3.04578
H -3.05801 -3.27015 -4.98097
H -5.33603 -2.32319 -4.98538
H -6.12242 -1.02333 -3.03957
H -4.65616 -0.69964 -1.10174
H -4.44471 -0.94063 0.97063
H -5.59361 -1.97118 2.85826
H -4.73535 -4.07469 3.83488
H -2.74832 -5.16025 2.84072
H -1.60215 -4.13984 0.95977
H 1.28377 -3.67193 2.60465
H 1.29361 -6.01509 3.40757
H 0.85804 -7.86078 1.82981
H 0.46144 -7.36662 -0.55709
H 0.50151 -5.05364 -1.35630
H 3.57279 -2.97793 0.02294
H 5.31279 -3.39823 -1.68420
H 4.67818 -3.58070 -4.06304
H 2.31568 -3.32580 -4.72469
H 0.60646 -2.81443 -3.02457
O 0.68019 2.22918 3.06702
H 0.91982 1.36545 3.48391
H 0.06889 2.64955 3.68282
O -0.62534 -1.48239 2.28145
H 0.03998 -1.14161 2.92159
H -1.45886 -1.53208 2.76130
O 0.97144 -0.22529 -1.63983
H 1.93033 -0.10827 -1.66985
H 0.64609 -0.18197 -2.54930
Br -6.38447 1.84994 3.82807
C -4.67404 1.54095 3.01187
C -3.56638 1.31724 3.80242
C -2.33663 1.10296 3.19538
C -2.14447 1.09409 1.80242
C -3.32356 1.28868 1.06245
C -4.56544 1.52435 1.63634
H -3.65777 1.31699 4.87928
H -1.50252 0.92611 3.86755
H -3.28486 1.26308 -0.02091
H -5.43776 1.69135 1.01934
Br 5.33977 -1.52607 7.13135
C 4.97058 -1.50114 5.26980
C 5.92426 -1.94289 4.36123
N 5.71038 -1.94821 3.05907
C 4.55127 -1.50589 2.60919
C 3.53723 -1.03466 3.43684
C 3.75091 -1.03850 4.81053
C 2.24621 -0.51541 2.86844
O 1.31116 -0.26744 3.67911
O 2.16054 -0.35250 1.63608
H 6.88798 -2.30540 4.68922
H 4.41193 -1.51557 1.53816
H 2.97579 -0.68351 5.47504

# 4
127
Properties=species:S:1:pos:R:3 method="wB97M-V/def2-TZVPD" e_tot_ha=-3536.41826 homo_lumo_gap_ev=6.4087 charge=-1 homo_ev=-4.207
C 4.87658 -0.79411 2.22293
C 4.84133 -0.56656 0.68332
O 3.55850 -0.59966 0.08655
C 2.74807 -1.67762 0.55492
C 1.65495 -2.11025 -0.47508
C 2.22239 -2.96151 -1.66982
F 2.65900 -2.09786 -2.63594
F 1.29859 -3.79123 -2.23062
F 3.31544 -3.73008 -1.33711
O 0.98486 -1.06883 -1.15974
P -0.55516 -0.65589 -0.39239
S 0.62027 1.07660 0.44130
C -0.94383 0.14959 -2.10721
C -1.59270 -0.88661 -3.08361
C -2.07614 0.22389 0.35029
C -2.67833 -0.42176 1.64482
C -3.83273 0.55099 2.11748
C -3.39141 -1.78723 1.27402
O -0.22372 -1.72387 0.92961
C 0.51772 -2.82111 0.42591
C 1.10201 -3.78232 1.51727
C 0.09840 -4.86492 1.93622
C 0.11899 -6.15397 1.31131
C -0.82855 -7.16041 1.66374
C -1.81336 -6.87688 2.64705
C -1.85799 -5.61799 3.31987
C -0.88827 -4.63378 2.95106
C -0.92969 -3.27963 3.69227
H 4.34508 -0.00916 2.80334
H 4.54701 -1.79986 2.55169
H 5.95056 -0.71403 2.52788
H 5.58057 -1.24902 0.19530
H 5.22815 0.46693 0.51249
H 3.40106 -2.56156 0.76182
H 2.25448 -1.33579 1.49414
H -1.27857 -1.78940 -0.93845
H 0.85183 1.85049 -0.65994
H 0.02982 0.49441 -2.51876
H -1.60468 1.04122 -2.03643
H -1.87013 -0.43731 -4.05992
H -0.88506 -1.73053 -3.26903
H -2.51056 -1.34689 -2.64721
H -1.81271 1.26623 0.61669
H -2.91228 0.29571 -0.38766
H -1.96614 -0.52710 2.48569
H -4.17028 0.34942 3.15704
H -4.67885 0.54994 1.39056
H -3.45535 1.60501 2.11328
H -3.19671 -1.96976 0.19416
H -4.47965 -1.73475 1.49210
H -2.96168 -2.64340 1.83914
H -0.09744 -3.42040 -0.29357
H 1.95323 -4.30920 1.02630
H 1.43002 -3.20163 2.40191
H 0.89758 -6.35249 0.54880
H -0.81429 -8.15007 1.18157
H -2.57742 -7.63129 2.90998
H -2.61865 -5.39584 4.08432
H -0.80595 -2.40882 3.01903
H -0.06132 -3.25162 4.39970
H -1.84042 -3.15033 4.31172
N -2.31431 4.02900 0.68928
C -3.24948 4.86082 1.15091
C -3.45049 6.14378 0.66407
C -2.63082 6.59136 -0.35936
C -1.65182 5.74488 -0.85313
C -1.53630 4.47821 -0.29796
H -3.86448 4.46695 1.95407
H -4.22770 6.77444 1.07621
H -2.75395 7.58807 -0.76738
H -0.99174 6.05807 -1.65180
H -0.78596 3.77756 -0.65312
N 2.27700 4.90586 2.90737
C 2.21585 4.26425 1.73465
C 2.73001 4.77390 0.55130
C 3.33771 6.01826 0.58024
C 3.41086 6.70270 1.78425
C 2.86962 6.10548 2.91342
H 1.72929 3.29459 1.75607
H 2.65464 4.20709 -0.36742
H 3.75073 6.45017 -0.32486
H 3.87804 7.67743 1.84707
H 2.90552 6.59871 3.87916
N 1.48362 2.97013 -3.35286
C 1.72417 4.26582 -3.14130
C 2.41923 5.07656 -4.02596
C 2.89651 4.50926 -5.19672
C 2.66007 3.16535 -5.43550
C 1.94994 2.44464 -4.48590
H 1.33425 4.66423 -2.20959
H 2.58241 6.12318 -3.80289
H 3.44600 5.10756 -5.91421
H 3.01691 2.68553 -6.33733
H 1.73648 1.39031 -4.62918
N -4.24350 -1.60327 -5.02362
C -4.86519 -0.78305 -5.87248
C -5.66546 -1.21698 -6.91900
C -5.82712 -2.58141 -7.09780
C -5.18898 -3.45173 -6.22917
C -4.41390 -2.91268 -5.21285
H -4.70584 0.27556 -5.69445
H -6.14799 -0.50481 -7.57569
H -6.44313 -2.96182 -7.90425
H -5.28972 -4.52389 -6.33578
H -3.89748 -3.55388 -4.50558
N 3.60290 6.58488 6.04415
C 3.88953 7.69234 6.73310
C 4.54141 7.69310 7.95627
C 4.91540 6.47450 8.49981
C 4.62676 5.31240 7.80345
C 3.97352 5.42244 6.58509
H 3.57472 8.62171 6.26938
H 4.74996 8.62295 8.46898
H 5.42590 6.43138 9.45465
H 4.90179 4.34207 8.19474
H 3.72854 4.54140 6.00083
N -2.62958 -8.56458 -1.60862
C -2.37664 -7.27005 -1.39328
C -1.65616 -6.46825 -2.26673
C -1.16645 -7.04044 -3.42833
C -1.41535 -8.38284 -3.67264
C -2.14899 -9.09454 -2.73686
H -2.77581 -6.86635 -0.46971
H -1.48371 -5.42368 -2.04042
H -0.59766 -6.44807 -4.13519
H -1.04883 -8.86622 -4.56897
H -2.37126 -10.14639 -2.88678